1.
35
Properties=species:S:1:pos:R:3:forces:R:3:lowdin_spin:R:1 method="wB97M-V/def2-TZVPD" charge=+2 multiplicity=3 homo_lumo_gap_ev="5.66 / 6.25" homo_energy_ev="-14.3 / -14.7" lumo_energy_ev="-8.7 / -8.4" s2=2.059 relative_energy_kj_mol=0.00
H -0.130 2.229 2.433 0.163 -0.040 -0.219 0.00
N 0.214 1.106 0.631 0.019 0.552 -1.005 0.00
B 0.603 0.469 -1.795 -0.739 0.912 0.602 0.00
N 0.561 1.512 -0.651 -0.126 -0.189 0.558 0.01
C 0.783 2.834 -0.666 -0.263 -0.303 0.349 0.02
W -0.426 -0.960 0.944 0.235 4.386 6.271 1.65
H 1.064 3.315 -1.593 0.014 0.063 0.175 0.00
C 0.553 3.336 0.611 -0.171 -0.327 -0.058 0.00
H 0.614 4.365 0.918 0.026 0.006 0.057 0.00
C 0.178 2.245 1.396 0.232 -0.634 -1.018 0.01
H 0.903 0.985 -2.833 0.112 -0.365 0.173 0.00
C -2.089 -1.395 2.108 -0.196 -0.814 -0.549 0.05
H -2.528 -0.665 2.789 0.159 -0.148 0.018 0.01
H -1.439 -2.087 2.694 -0.562 -0.144 0.314 0.02
H -2.863 -1.992 1.628 -0.217 0.008 0.036 0.01
N -0.830 -0.151 -1.851 -0.619 -0.500 0.454 0.02
N 1.650 -0.582 -1.270 1.202 -0.359 -0.086 0.02
N -1.458 -0.633 -0.677 -1.223 -0.187 -2.743 0.04
N 1.296 -1.502 -0.261 1.008 -0.291 -1.854 0.07
C -1.767 -0.065 -2.807 0.384 -0.045 0.733 0.02
C 2.977 -0.552 -1.334 -1.583 0.029 -0.177 0.00
H -1.504 0.269 -3.795 0.002 0.095 -0.126 0.00
H 3.472 0.136 -2.008 0.000 -0.032 0.066 0.00
C -2.998 -0.450 -2.289 -0.338 -0.261 0.474 0.00
C 3.523 -1.496 -0.451 -0.136 -1.201 1.020 0.00
C -2.789 -0.823 -0.972 1.273 0.739 -1.061 0.02
C 2.473 -2.127 0.182 0.951 1.334 -0.891 0.02
H -3.942 -0.438 -2.794 -0.136 -0.085 -0.210 0.00
H 4.579 -1.698 -0.336 -0.126 -0.014 0.122 0.00
H -3.456 -1.186 -0.216 -0.179 -0.020 0.026 0.00
H 2.387 -2.881 0.940 0.251 -0.309 0.063 0.00
H 0.593 -2.133 -0.655 0.348 -0.776 -0.678 0.02
Se -0.260 1.062 5.357 0.118 -0.650 -0.870 -0.06
C -0.053 0.218 3.864 0.040 0.366 -0.247 0.04
N 0.109 -0.264 2.761 0.076 -0.798 0.283 -0.01

---

2.
85
Properties=species:S:1:pos:R:3:forces:R:3:lowdin_spin:R:1 method="wB97M-V/def2-TZVPD" charge=+2 multiplicity=3 homo_lumo_gap_ev="7.08 / 4.96" homo_energy_ev="-11.7 / -12.5" lumo_energy_ev="-4.6 / -7.6" s2=2.015 relative_energy_kj_mol=83.28
Au -1.514 0.291 0.826 -0.027 0.222 -0.227 0.00
C -3.045 -0.656 4.170 -0.140 0.628 1.496 0.00
As -3.260 -0.609 2.319 -0.211 0.518 -0.918 0.00
C -3.886 -2.343 1.857 0.008 -0.005 -0.971 0.00
C -4.906 0.428 2.132 0.509 0.958 -0.507 0.00
C -5.986 0.066 2.920 -1.276 0.921 -0.236 0.00
C -7.187 0.803 2.817 0.228 0.766 -0.372 0.00
C -7.287 1.900 1.939 1.894 -1.885 0.064 0.00
C -6.170 2.256 1.148 -1.492 -0.147 0.667 0.00
C -4.972 1.560 1.256 -0.047 -0.695 0.684 0.00
As -3.411 2.138 0.242 -0.231 -0.170 -0.139 0.00
C -3.011 3.864 1.029 -0.590 0.988 -0.495 0.00
C -4.327 2.657 -1.410 -0.006 -0.990 0.430 0.00
H -3.992 -0.825 4.665 -0.280 -0.154 0.001 0.00
H -2.655 0.266 4.594 0.084 0.181 -0.251 0.00
H -2.384 -1.437 4.459 0.624 -0.761 0.131 0.00
H -4.845 -2.561 2.300 -0.007 -0.324 0.526 0.00
H -3.104 -3.093 1.962 -0.250 -0.095 0.298 0.00
H -4.097 -2.233 0.796 0.010 -0.205 -0.263 0.00
H -5.966 -0.750 3.630 0.176 -0.125 -0.094 0.00
H -8.066 0.592 3.422 0.310 -0.327 -0.026 0.00
H -8.222 2.366 1.784 -0.743 0.638 0.052 0.00
H -6.414 3.073 0.471 0.841 -0.046 -0.095 0.00
H -3.901 4.508 1.141 0.142 -0.522 0.024 0.00
H -2.350 4.433 0.373 0.153 -0.255 -0.120 0.00
H -2.525 3.784 1.981 0.226 -0.255 0.544 0.00
H -4.854 3.570 -1.205 -0.276 0.408 -0.161 0.00
H -5.024 1.840 -1.686 0.447 0.536 0.084 0.00
H -3.567 2.794 -2.161 0.069 0.176 -0.432 0.00
C 1.990 -0.486 -0.018 0.057 -0.782 0.085 0.02
C 1.774 -1.666 -1.017 0.171 1.083 -0.614 0.08
As 3.409 -2.592 -1.444 0.467 -1.477 0.224 0.51
C 3.762 -4.186 -0.461 0.063 0.810 0.051 0.07
C 4.793 -5.008 -0.966 -0.875 0.468 -0.331 0.03
C 5.123 -6.115 -0.220 -0.042 -0.704 0.149 0.00
C 4.477 -6.363 0.995 0.202 -0.805 -0.287 0.03
C 3.523 -5.513 1.491 -0.723 0.708 1.553 0.00
C 3.136 -4.390 0.775 1.074 -0.476 -0.462 0.03
C 5.006 -1.625 -1.558 -0.271 1.431 -0.165 0.08
C 6.188 -1.907 -0.872 -0.742 -1.264 0.087 0.03
C 7.282 -1.140 -1.143 1.046 0.911 -0.007 0.00
C 7.230 -0.027 -1.989 -0.334 0.720 -0.301 0.05
C 6.023 0.321 -2.597 0.061 -0.023 -0.179 0.00
C 4.931 -0.482 -2.382 -0.443 -0.560 0.270 0.04
P 0.590 0.771 -0.094 0.599 -0.135 0.042 0.01
C 0.692 1.312 -1.808 -2.446 -0.348 -0.657 0.00
C 1.894 1.414 -2.462 0.219 0.044 -0.482 0.00
C 1.944 1.696 -3.808 -1.251 1.036 -1.292 0.00
C 0.768 1.999 -4.549 0.064 -0.824 1.958 0.00
C -0.470 1.912 -3.878 -0.417 0.459 -1.309 0.00
C -0.528 1.523 -2.540 2.338 0.181 -0.408 0.00
C 1.247 2.172 0.849 -0.091 -0.660 -1.130 0.00
C 1.061 2.125 2.191 1.052 1.723 2.653 0.00
C 1.535 3.227 3.011 -1.156 -2.520 -1.605 0.00
C 2.162 4.274 2.421 -0.126 0.859 0.698 0.00
C 2.414 4.235 1.080 0.454 1.048 -2.007 0.00
C 1.925 3.230 0.256 0.116 0.712 1.429 0.00
H 2.991 -0.064 -0.236 -0.666 0.340 0.352 0.00
H 2.010 -0.907 1.024 0.034 0.492 -0.904 0.00
H 1.481 -1.371 -2.074 -0.230 -0.008 1.442 0.01
H 1.109 -2.412 -0.607 -0.341 -0.252 -0.214 0.00
H 5.216 -4.786 -1.963 -0.080 -0.298 0.757 0.00
H 5.818 -6.859 -0.587 0.155 0.193 -0.030 0.00
H 4.671 -7.286 1.537 0.265 0.244 -0.076 0.00
H 3.117 -5.632 2.525 0.304 -0.194 -1.104 0.00
H 2.511 -3.662 1.254 -0.506 0.219 -0.176 0.00
H 6.262 -2.743 -0.154 -0.098 0.525 -0.561 0.00
H 8.191 -1.398 -0.631 0.362 0.128 0.047 0.00
H 8.040 0.685 -2.184 0.147 -0.812 0.366 0.00
H 5.903 1.179 -3.267 0.347 -0.247 0.412 0.00
H 3.980 -0.205 -2.815 -0.010 -0.174 -0.287 0.00
H 2.828 1.278 -1.959 0.292 -0.025 0.429 0.00
H 2.893 1.821 -4.286 0.445 -0.141 -0.266 0.00
H 0.780 2.232 -5.596 0.232 0.170 -0.234 0.00
H -1.392 2.178 -4.499 1.226 -0.613 1.245 0.00
H -1.459 1.360 -2.079 -1.003 -0.070 0.655 0.00
H 0.599 1.269 2.663 -0.185 -0.006 0.099 0.00
H 1.361 3.205 4.045 -0.306 -0.013 1.258 0.00
H 2.330 5.199 2.969 0.451 -0.364 0.069 0.00
H 2.942 5.099 0.636 -0.433 -0.620 0.115 0.00
H 1.951 3.374 -0.786 0.317 -0.127 -1.121 0.00
I -6.846 -1.074 -1.160 0.251 0.478 0.432 0.16
C -6.700 -2.460 -2.604 -0.205 -0.562 -0.965 0.75
H -7.639 -2.939 -2.853 0.211 -0.055 0.061 0.04
H -5.900 -2.472 -3.348 -0.188 0.197 0.540 0.04

---

3.
13
Properties=species:S:1:pos:R:3:forces:R:3:mulliken_charge:R:1 method="wB97M-V/def2-TZVPD" charge=0 smiles=ONCC(O)O homo_lumo_gap_ev=10.87 homo_energy_ev=-10.1 lumo_energy_ev=0.8 relative_energy_kj_mol=263.90
O 2.520 0.093 -0.168 -0.518 0.448 -0.411 -0.44
N 1.102 0.304 -0.437 1.699 -0.550 0.019 -0.36
C 0.356 -0.299 0.628 -1.916 0.297 -0.475 -0.49
C -1.140 0.065 0.279 0.671 -0.673 1.153 0.03
O -1.460 -0.579 -0.928 0.153 -0.176 -0.263 -0.53
O -1.337 1.433 0.208 -0.031 0.364 -0.027 -0.53
H 2.729 -0.858 -0.152 -0.483 0.120 -0.064 0.32
H 0.880 -0.162 -1.319 0.190 0.067 0.207 0.24
H 0.450 -1.393 0.695 0.060 0.124 0.039 0.41
H 0.616 0.179 1.574 0.008 -0.112 -0.107 0.31
H -1.788 -0.302 1.089 0.054 0.139 -0.188 0.35
H -2.342 -0.300 -1.200 0.086 0.034 0.083 0.31
H -0.587 1.819 -0.270 0.028 -0.083 0.034 0.38

---

Here are the calculated total energy numbers, same order: -3303.576830; -8916.518083; -360.813138 (Eh).